ORCA calculation (ωB97M-V with the def2-TZVPD basis set) on a structure of composition C13H27Hg2O7S3 in a non-equilibrium geometry.

```
! RIJCOSX wB97M-V def2-TZVPD def2/J DEFGRID3
* xyz 3 1
Hg -20.985 16.616 -21.006
Hg -19.804 14.842 -24.545
C -18.530 17.018 -22.865
O -19.713 16.155 -22.800
H -18.439 17.355 -21.832
H -17.587 16.537 -23.122
H -18.686 17.907 -23.475
C -15.528 17.368 -26.537
C -15.085 16.144 -25.738
C -15.560 14.909 -26.511
S -17.199 15.392 -27.060
O -18.120 15.168 -25.897
O -17.493 14.767 -28.306
C -16.856 17.141 -27.283
H -14.715 17.647 -27.216
H -15.550 18.331 -26.020
H -15.588 16.047 -24.767
H -14.024 16.127 -25.507
H -15.645 13.967 -25.979
H -15.065 14.866 -27.485
H -17.686 17.597 -26.740
H -16.843 17.419 -28.332
C -17.337 19.970 -19.050
C -18.308 21.031 -18.556
C -19.735 20.651 -18.848
S -19.636 18.827 -18.660
O -19.991 18.118 -19.961
O -20.321 18.441 -17.471
C -17.857 18.627 -18.521
H -16.304 20.043 -18.721
H -17.328 19.845 -20.137
H -17.933 22.033 -18.759
H -18.203 21.054 -17.460
H -20.000 20.837 -19.895
H -20.602 20.973 -18.276
H -17.580 17.741 -19.088
H -17.654 18.459 -17.462
C -12.156 19.713 -22.452
C -12.306 20.195 -20.984
C -13.719 19.807 -20.556
S -14.776 19.572 -22.011
O -15.790 20.599 -21.987
O -15.191 18.186 -22.178
C -13.459 19.891 -23.224
H -11.827 18.674 -22.447
H -11.421 20.311 -22.987
H -12.080 21.256 -20.970
H -11.596 19.622 -20.394
H -14.188 20.684 -20.108
H -13.746 18.920 -19.929
H -13.500 20.949 -23.500
H -13.702 19.356 -24.139
*
```

Results
E_HOMO	-17.1	eV
HOMO-LUMO gap	3.39	eV
E	-2538.34898	Ha

Results of the Mulliken charge analysis, in e, for atoms 1 through 4: number 1, Hg, carries 1.643; number 2, Hg, carries 1.721; number 3, C, carries 1.124; number 4, O, carries -1.231